Record 1
Here is a 2-piece molecular cluster, C3H11N3O overall from the Open Molecules 2025 dataset. Energies are from ωB97M-V/def2-TZVPD.

```
! RIJCOSX wB97M-V def2-TZVPD def2/J DEFGRID3
* xyz 0 1
H -0.96576 -2.02348 1.64046
N -0.22344 -1.72002 1.02147
C -0.30484 -0.46770 0.80177
N -1.32332 0.41735 1.22528
N 0.63515 0.16171 0.02558
C 1.98070 -0.36809 -0.10225
C 2.87464 0.63695 -0.77562
H -0.91643 1.17396 1.75080
H -2.12594 -0.02066 1.64552
H 0.51717 1.15046 -0.09779
H 1.92723 -1.33547 -0.61306
H 2.38551 -0.65095 0.87601
H 2.90973 1.53524 -0.16623
H 2.50134 0.89873 -1.76716
H 3.89102 0.26906 -0.82704
O -3.15217 0.95243 -1.90940
H -2.96302 1.22021 -1.00544
H -3.22807 -0.00452 -1.90692
*
```

Computed properties:
HOMO level, eV: -8.93
Energy above the lowest of the compared OMol25 structures with the same formula, charge and spin, kJ/mol: 55.7
F_max, eV/A: 0.92
SMILES: [H]/N=C(\N)NCC.O
Lowest unoccupied orbital energy, eV: 0.656

Record 2
Here is an isolated ion of composition C10H15N2 and charge +1 from the Open Molecules 2025 dataset. Energies are from ωB97M-V/def2-TZVPD.

```
! RIJCOSX wB97M-V def2-TZVPD def2/J DEFGRID3
* xyz 1 1
H 0.44432 3.32256 -0.18748
N -0.39581 2.77691 -0.20396
C -0.30964 1.54076 -0.35775
C -1.53548 0.65199 -0.18756
C -1.73291 -0.55978 -0.93008
C -2.96726 -1.17574 -0.86074
C -3.99018 -0.69183 -0.05975
C -3.78436 0.48119 0.63485
C -2.61249 1.12304 0.52490
C 1.19933 0.62826 -0.47878
C 2.41341 1.44318 0.10268
N 0.95951 -0.62413 0.46080
C 1.82439 -1.84716 0.30066
H -1.08957 -0.73790 -1.67639
H -3.05463 -2.07783 -1.49170
H -4.99469 -1.09803 -0.32774
H -4.49384 0.79186 1.38403
H -2.51807 1.99354 1.15474
H 1.24312 0.30618 -1.56493
H 2.27262 1.57632 1.25060
H 3.32622 0.82600 -0.03407
H 2.60400 2.41226 -0.46289
H -0.07638 -0.89297 0.43679
H 1.29019 -0.24658 1.42491
H 1.63506 -2.38594 -0.76318
H 2.90113 -1.76833 0.27988
H 1.53922 -2.58850 1.12304
*
```

Computed properties:
HOMO level, eV: -12.82
Energy above the lowest of the compared OMol25 structures with the same formula, charge and spin, kJ/mol: 322.4
F_max, eV/A: 4.70
SMILES: [H]/N=C(/c1ccccc1)[C@@H](C)[NH2+]C
Lowest unoccupied orbital energy, eV: -3.136

Record 3
Here is C43H29ClF8IIrN4OSSbSe as an isolated structure from the Open Molecules 2025 dataset. Energies are from ωB97M-V/def2-TZVPD.

```
! RIJCOSX wB97M-V def2-TZVPD def2/J DEFGRID3
* xyz 2 2
Ir 0.25636 0.14307 -0.76771
Cl -0.14171 5.84542 -4.89337
C -0.02508 4.23388 -4.29885
C 0.30570 3.21559 -5.14830
C 0.38849 1.88828 -4.68962
I 0.93856 0.37480 -6.02757
C 0.15058 1.55821 -3.37285
O 0.14048 0.33561 -2.90578
C -0.06938 2.63083 -2.48692
N -0.08895 2.29430 -1.17164
C -0.32872 3.22851 -0.27494
C -0.60437 4.55593 -0.62761
C -0.54655 4.92507 -1.94675
C -0.22954 3.95984 -2.92546
H 0.50739 3.44124 -6.18832
H -0.27774 2.93041 0.76551
H -0.83842 5.27429 0.14677
H -0.72636 5.94958 -2.24533
F 3.24909 -6.70935 -6.68620
C 2.67212 -5.70644 -6.08301
C 1.34230 -5.41005 -6.35351
F 0.67039 -6.13478 -7.22779
C 0.73749 -4.36002 -5.70147
F -0.52813 -4.07826 -5.95534
C 1.43712 -3.58641 -4.77026
Se 0.63616 -2.15917 -3.86988
C 2.77901 -3.90393 -4.52874
F 3.46217 -3.18321 -3.64313
C 3.39796 -4.94486 -5.17262
F 4.66641 -5.22975 -4.93663
C 2.73744 -2.07172 1.79913
N 1.39340 -2.43978 2.20980
C 1.01326 -2.81131 3.48248
C -0.30340 -3.10352 3.43669
N -0.69648 -2.90482 2.13598
C 0.33236 -2.48705 1.39054
S 0.26236 -2.21618 -0.31759
H 3.40665 -2.15466 2.65125
H 2.74682 -1.04956 1.43579
H 3.07827 -2.73303 1.00548
H 1.70385 -2.83355 4.30931
H -0.97282 -3.43459 4.21261
H -1.63198 -3.03361 1.77808
F -5.85347 5.08459 2.78618
C -5.04883 4.11998 2.34787
C -5.60444 3.01349 1.73206
C -4.76343 2.00309 1.29346
C -3.38598 2.11088 1.47704
C -2.84800 3.24392 2.08198
C -3.68304 4.25539 2.52994
Sb -2.12818 0.50103 0.86399
C -0.78961 0.69622 2.52588
C 0.56425 0.76360 2.22324
C 1.53445 0.95038 3.19556
C 1.10942 1.06466 4.50730
F 2.02495 1.22927 5.46215
C -0.23090 1.01892 4.85544
C -1.18098 0.85204 3.85656
C -3.38756 -1.11514 1.47146
C -4.27750 -1.66262 0.54671
C -5.18717 -2.63555 0.93637
C -5.18821 -3.05662 2.25230
F -6.06055 -3.98333 2.63637
C -4.30009 -2.54888 3.18745
C -3.38883 -1.58225 2.78540
H -6.67754 2.95361 1.60079
H -5.18763 1.12613 0.81871
H -1.78022 3.34521 2.23247
H -3.29620 5.13436 3.03080
H 0.87197 0.69489 1.17076
H 2.58939 1.02867 2.95378
H -0.51827 1.13513 5.89324
H -2.23061 0.87474 4.12560
H -4.27401 -1.33409 -0.48649
H -5.89067 -3.06858 0.23597
H -4.33975 -2.90656 4.20928
H -2.68092 -1.19778 3.50797
N 2.39848 0.21953 -1.41728
C 3.48723 0.50057 -0.52017
C 3.56362 1.75281 0.07635
C 4.62680 2.04855 0.91617
C 5.60625 1.09489 1.16708
C 5.50748 -0.16359 0.58948
C 4.44399 -0.46546 -0.25036
H 2.53058 -0.66581 -1.89615
H 2.31577 0.94723 -2.12091
H 2.80539 2.49909 -0.14431
H 4.69951 3.03006 1.36867
H 6.45195 1.33695 1.79775
H 6.26747 -0.91217 0.77701
H 4.38106 -1.43673 -0.73313
*
```

Computed properties:
HOMO level (spin up / spin down), eV: -12.37 / -12.39
Energy above the lowest of the compared OMol25 structures with the same formula, charge and spin, kJ/mol: 414.7
F_max, eV/A: 1.93
Lowest unoccupied orbital energy (spin up / spin down), eV: -8.714 / -8.690
<S²>: 0.757

Record 4
Here is C18H26N5O4RuS2 as an isolated structure from the Open Molecules 2025 dataset. Energies are from ωB97M-V/def2-TZVPD.

```
! RIJCOSX wB97M-V def2-TZVPD def2/J DEFGRID3
* xyz 1 5
Ru 0.47515 0.18812 0.20314
O -2.44464 2.46293 2.01785
C -1.63667 1.58420 1.79093
N -0.71883 1.65473 0.77511
C -0.68877 2.94426 0.10128
C -0.02415 2.87476 -1.23166
C 0.23081 4.03960 -1.94667
C 0.87717 3.95289 -3.16299
C 1.25315 2.69841 -3.62921
C 0.95720 1.59347 -2.86309
N 0.31762 1.67433 -1.69220
C -1.57740 0.37070 2.66350
C -2.30461 0.38134 3.84432
C -2.23135 -0.71808 4.68248
C -1.42816 -1.78132 4.30237
C -0.74730 -1.70852 3.09832
N -0.82144 -0.65924 2.28139
H -0.16011 3.67097 0.72919
H -1.70845 3.32270 0.00258
H -0.07356 4.99132 -1.53187
H 1.09426 4.84386 -3.73592
H 1.77899 2.58251 -4.56585
H 1.25367 0.60729 -3.19647
H -2.90176 1.25375 4.06736
H -2.78497 -0.74055 5.61120
H -1.32373 -2.65834 4.92540
H -0.12657 -2.54194 2.79332
C -2.67817 -0.65309 -0.31754
N -1.33940 -0.96626 -0.83720
C -1.34540 -0.72245 -2.29012
C -1.01786 -2.37002 -0.55195
C 0.37371 -2.71098 -1.02938
N 1.41585 -1.79608 -0.49030
C 2.49456 -1.71718 -1.50628
C 1.99465 -2.44039 0.72469
H -3.43796 -1.22241 -0.86258
H -2.88419 0.40871 -0.44437
H -2.75292 -0.90349 0.73626
H -1.98829 -1.45267 -2.79333
H -0.34151 -0.79103 -2.70159
H -1.72946 0.27465 -2.48738
H -1.73303 -3.02784 -1.06022
H -1.10656 -2.53295 0.52146
H 0.40739 -2.68781 -2.11718
H 0.60130 -3.73601 -0.73070
H 2.88419 -2.72084 -1.69749
H 3.30188 -1.09179 -1.15179
H 2.11170 -1.30865 -2.44118
H 2.28752 -3.46798 0.48671
H 1.26951 -2.45478 1.53143
H 2.87709 -1.89972 1.03934
O 3.88189 2.36001 1.04569
S 3.34377 1.08108 0.72066
O 2.47615 1.10005 -0.49603
O 4.23076 -0.05369 0.71504
S 1.86730 0.61940 2.15150
*
```

Computed properties:
HOMO level (spin up / spin down), eV: -11.94 / -11.68
Energy above the lowest of the compared OMol25 structures with the same formula, charge and spin, kJ/mol: 11.8
F_max, eV/A: 1.39
Lowest unoccupied orbital energy (spin up / spin down), eV: -4.573 / -5.616
<S²>: 6.024

Record 5
Here is C3H5NO3 as an isolated structure from the Open Molecules 2025 dataset. Energies are from ωB97M-V/def2-TZVPD.

```
! RIJCOSX wB97M-V def2-TZVPD def2/J DEFGRID3
* xyz 0 1
N -1.50238 -0.88050 0.08136
C -0.63714 -0.26209 0.82539
O -0.29652 -0.84565 1.84523
C 0.06780 0.99265 0.52376
O 1.31279 0.69747 -0.11387
C 1.31004 0.04650 -1.23904
O 0.33395 -0.14311 -1.96289
H -0.87570 -0.69506 -1.09342
H -1.87106 -1.78536 0.32590
H -0.57473 1.59328 -0.12053
H 0.35473 1.51750 1.42978
H 2.32462 -0.21806 -1.52679
*
```

Computed properties:
HOMO level, eV: -9.29
Energy above the lowest of the compared OMol25 structures with the same formula, charge and spin, kJ/mol: 265.9
F_max, eV/A: 8.22
Lowest unoccupied orbital energy, eV: 0.720

Record 6
Here is a 2-piece molecular cluster, C3H7N4O overall from the Open Molecules 2025 dataset. Energies are from ωB97M-V/def2-TZVPD.

```
! RIJCOSX wB97M-V def2-TZVPD def2/J DEFGRID3
* xyz 1 1
C 1.13242 1.32440 -0.61522
C 0.95633 -0.10352 -0.91244
C -2.27811 0.31352 0.23170
N 0.64372 1.83509 0.48165
N -1.50633 -0.33888 0.89494
N 0.49160 -2.20129 -0.04047
N 0.66123 -0.88530 0.12693
O -2.77763 1.14785 -0.40644
H 1.54293 2.06966 -1.32684
H 1.21369 -0.35471 -1.86510
H 0.90993 2.69779 0.88592
H -1.67945 -1.18705 1.45978
H 0.16371 -2.69050 0.85278
H 0.56798 -2.79135 -0.81474
H -0.04203 1.16430 1.04757
*
```

Computed properties:
HOMO level, eV: -13.85
Energy above the lowest of the compared OMol25 structures with the same formula, charge and spin, kJ/mol: 232.7
F_max, eV/A: 4.92
Lowest unoccupied orbital energy, eV: -5.161

Record 7
Here is a 10-piece molecular cluster, C28H44N12O3PS overall from the Open Molecules 2025 dataset. Energies are from ωB97M-V/def2-TZVPD.

```
! RIJCOSX wB97M-V def2-TZVPD def2/J DEFGRID3
* xyz 1 1
C 3.77414 -2.77231 2.37846
C 4.04789 -1.36688 1.56182
C 2.65875 -0.67992 0.90886
C 1.37427 -1.62314 1.29354
N 0.89051 -2.79985 0.76744
C -0.06196 -3.34785 1.85395
C -0.76425 -2.15585 2.71347
N -1.01323 -2.30227 4.19680
C -1.20200 -1.05005 4.79513
S -0.74400 0.48174 5.46765
P -2.52351 -1.92006 2.01659
O -3.62063 -2.36688 3.10866
O -2.92241 -0.29289 1.53884
O -2.86532 -2.94107 0.60568
C 0.39507 -1.01900 2.50534
H 3.02539 -2.65073 3.28477
H 4.79874 -3.15801 2.84473
H 3.36845 -3.59732 1.63752
H 4.86894 -1.58337 0.72825
H 4.51597 -0.58873 2.33666
H 2.78528 -0.40332 -0.20780
H 2.52868 0.34270 1.50381
H 1.23835 -3.25552 -0.10296
H -0.72892 -4.22169 1.41026
H 0.58725 -3.97709 2.66048
H -2.08718 0.12148 1.13946
H -3.61435 -2.53138 0.06592
H 1.19277 -0.91211 3.36774
H 0.05039 0.12238 2.32739
C 1.21411 -0.40937 8.98911
C 2.26083 -0.14540 7.91918
N 3.12933 0.07359 7.03155
H 0.99561 -1.47955 9.04099
H 1.58280 -0.07369 9.96231
H 0.29355 0.13091 8.75145
C 1.65265 0.68524 -3.38386
C 0.58293 0.68631 -2.30416
N -0.30452 0.68717 -1.40829
H 2.22978 1.61289 -3.33787
H 2.32840 -0.16206 -3.23841
H 1.18699 0.60409 -4.36996
C -1.54553 2.76020 -6.01038
C -0.32790 1.86842 -6.18965
N 0.68240 1.12860 -6.33836
H -1.84124 2.78033 -4.95783
H -1.31297 3.77837 -6.33439
H -2.37853 2.37821 -6.60705
C -1.83307 4.34274 6.72183
C -0.65114 3.58028 7.29778
N 0.32955 2.94775 7.77559
H -2.10373 5.16817 7.38602
H -1.57326 4.74674 5.73948
H -2.69213 3.67441 6.61610
C 0.88323 7.09292 8.91009
C -0.56069 6.70577 9.18443
N -1.75864 6.38448 9.41209
H 1.31548 7.57071 9.79361
H 1.46804 6.20202 8.66511
H 0.92881 7.79097 8.06958
C -5.26643 -6.26720 4.14677
C -4.56206 -4.95694 3.83512
N -3.97758 -3.86990 3.57651
H -5.77999 -6.63586 3.25454
H -4.53727 -7.01433 4.47212
H -6.00044 -6.11568 4.94307
C 1.78712 -2.00681 -8.40584
C 2.96905 -2.76927 -7.82989
N 3.94974 -3.40180 -7.35207
H 1.51646 -1.18139 -7.74165
H 2.04693 -1.60281 -9.38818
H 0.92806 -2.67514 -8.51157
C -0.12716 6.04648 -9.09713
C -1.19688 6.04755 -8.01742
N -2.08433 6.04841 -7.12156
H 0.44997 6.97413 -9.05113
H 0.54859 5.19918 -8.95168
H -0.59282 5.96533 -10.08323
C -4.11171 -4.69204 -2.39180
C -4.07942 -4.18611 -3.82464
N -4.05253 -3.76634 -5.01342
H -3.76069 -5.72697 -2.35379
H -3.46513 -4.07348 -1.76328
H -5.13315 -4.64800 -2.00379
C 3.68831 1.11609 -9.16636
C 2.86087 2.04759 -10.03681
N 2.17433 2.82048 -10.75892
H 4.62116 1.60739 -8.87630
H 3.12875 0.85357 -8.26431
H 3.92397 0.20170 -9.71789
*
```

Computed properties:
HOMO level, eV: -8.62
F_max, eV/A: 19.61
Lowest unoccupied orbital energy, eV: -4.327

Record 8
Here is the molecule C3H4N2O2 from the Open Molecules 2025 dataset. Energies are from ωB97M-V/def2-TZVPD.

```
! RIJCOSX wB97M-V def2-TZVPD def2/J DEFGRID3
* xyz 0 1
C -1.54144 -1.22404 -0.03365
C -2.13016 1.08978 -0.07004
C 0.12805 0.60301 0.04904
N -2.77516 -1.54425 -0.06394
N -1.24834 0.14498 0.03585
O -2.56670 2.16561 -0.09987
O -3.64000 -0.60112 0.08282
H -0.74210 -1.94717 -0.07490
H 0.71148 0.02653 0.70978
H 0.55487 0.28249 -0.83615
H 0.45772 1.53621 0.26038
*
```

Computed properties:
HOMO level (spin up / spin down), eV: -8.58 / -8.58
Energy above the lowest of the compared OMol25 structures with the same formula, charge and spin, kJ/mol: 525.4
F_max, eV/A: 3.53
Lowest unoccupied orbital energy (spin up / spin down), eV: 0.405 / 0.405